[1]
Formula: C31H66ClN14O26S2
Source: the Open Molecules 2025 dataset
Level of theory: ωB97M-V with the def2-TZVPD basis set

Values from the calculation:
**E_HOMO**: -10.11 eV
**Total charge**: +1
**Energy**: -141452.8806 eV
**Orbital gap**: 5.62 eV

Geometry (Å):
C 4.92 -2.76 0.15
C 3.40 -2.21 0.34
N 2.88 -1.67 -0.96
C 2.31 -0.29 -0.84
C 3.43 0.73 -1.46
C 1.98 -2.60 -1.65
S 2.73 -3.76 -2.65
S 0.15 -2.61 -1.47
C -0.65 -3.97 -2.44
C -1.41 -5.06 -1.52
C -3.00 -4.94 -1.57
C -3.58 -3.60 -0.95
C -4.40 -2.67 -1.92
C -5.00 -1.36 -1.34
Cl -5.98 -0.35 -2.53
N -4.79 -0.99 0.04
C -5.35 0.27 0.61
C -3.92 1.25 0.66
C -3.66 2.00 2.16
O -4.16 2.73 0.80
C -4.04 -1.83 0.97
C -3.39 -3.17 0.57
C -2.60 -4.14 1.56
C -1.13 -3.63 1.96
C -1.10 -2.41 3.01
O -0.48 -4.77 2.64
H 4.90 -3.84 -0.23
H 5.49 -2.74 1.16
H 5.54 -2.07 -0.55
H 3.48 -1.37 1.13
H 2.76 -3.03 0.81
H 2.12 0.06 0.24
H 1.36 -0.11 -1.44
H 4.23 0.12 -1.99
H 2.89 1.40 -2.23
H 3.84 1.42 -0.65
H -1.44 -3.46 -3.12
H 0.04 -4.53 -3.15
H -1.02 -5.07 -0.43
H -1.14 -6.09 -1.96
H -3.51 -5.86 -1.07
H -3.32 -5.00 -2.68
H -4.58 -2.95 -3.03
H -5.68 0.16 1.69
H -6.08 0.82 -0.07
H -2.96 0.86 0.06
H -3.25 3.03 2.38
H -2.57 1.55 2.09
H -3.92 -1.47 2.06
H -3.21 -4.26 2.52
H -2.49 -5.16 1.06
H -0.45 -3.37 1.09
H -1.58 -1.45 2.61
H -1.55 -2.77 4.01
H 0.01 -2.21 3.23
H -1.23 -5.18 3.14
C 2.77 5.13 -2.28
N 2.75 3.77 -1.69
O 1.71 3.13 -1.79
O 3.78 3.38 -1.15
H 1.80 5.34 -2.72
H 2.99 5.83 -1.47
H 3.55 5.15 -3.03
C -7.97 -1.32 3.75
N -7.13 -2.53 3.93
O -5.93 -2.42 3.71
O -7.69 -3.55 4.28
H -7.33 -0.49 3.44
H -8.71 -1.54 2.99
H -8.44 -1.10 4.71
C 4.02 4.17 2.26
N 4.15 5.49 1.58
O 3.47 5.68 0.58
O 4.94 6.28 2.07
H 3.29 3.57 1.72
H 5.00 3.69 2.24
H 3.68 4.35 3.27
C 7.93 1.84 2.17
N 6.66 1.08 2.27
O 6.65 -0.06 1.84
O 5.71 1.66 2.77
H 8.68 1.20 1.71
H 7.74 2.72 1.56
H 8.23 2.11 3.18
C 2.16 -5.64 4.07
N 3.01 -6.85 4.26
O 4.20 -6.73 4.04
O 2.44 -7.87 4.61
H 2.79 -4.81 3.76
H 1.42 -5.87 3.31
H 1.68 -5.42 5.03
C -0.92 -5.18 -7.25
N -0.69 -4.73 -5.85
O 0.46 -4.53 -5.51
O -1.68 -4.60 -5.15
H 0.05 -5.25 -7.75
H -1.41 -6.15 -7.21
H -1.55 -4.43 -7.74
C 0.19 8.22 -5.12
N 1.07 7.04 -4.94
O 2.27 7.20 -5.11
O 0.54 5.99 -4.62
H 0.80 9.08 -5.39
H -0.52 7.98 -5.91
H -0.32 8.39 -4.17
C 0.09 3.54 0.82
N 0.29 3.96 2.23
O 1.44 4.17 2.59
O -0.70 4.07 2.93
H 1.05 3.49 0.33
H -0.39 2.56 0.84
H -0.55 4.29 0.35
C -4.89 3.43 5.53
N -6.18 2.71 5.65
O -6.22 1.56 5.24
O -7.10 3.32 6.16
H -4.16 2.77 5.06
H -5.06 4.31 4.91
H -4.57 3.71 6.53
C -4.00 3.89 -1.85
N -3.84 5.18 -2.56
O -4.52 5.37 -3.55
O -3.02 5.96 -2.09
H -4.76 3.30 -2.37
H -3.04 3.38 -1.86
H -4.32 4.11 -0.83
C 6.17 8.33 -1.47
N 5.62 7.16 -2.20
O 6.41 6.40 -2.72
O 4.40 7.06 -2.22
H 7.26 8.30 -1.53
H 5.79 9.23 -1.95
H 5.84 8.26 -0.43
C 2.12 -8.24 -1.34
N 0.83 -8.31 -2.07
O 0.84 -8.82 -3.18
O -0.15 -7.84 -1.51
H 2.90 -8.69 -1.95
H 2.34 -7.19 -1.15
H 2.00 -8.79 -0.41

Atomic partial charges in e from the Löwdin method, atoms 1 to 5: -0.102, -0.227, -0.239, -0.236, -0.074

[2]
Formula: C31H66F12N3O15PS4
Source: the Open Molecules 2025 dataset
Level of theory: ωB97M-V with the def2-TZVPD basis set

Values from the calculation:
**E_HOMO**: -7.66 eV
**Energy**: -153633.0977 eV
**Orbital gap**: 5.08 eV

Geometry (Å):
C 1.35 8.18 -3.11
C 2.09 8.00 -1.78
O 1.67 8.34 -0.65
N 3.38 7.17 -1.82
H 3.77 7.44 -2.71
H 4.04 7.66 -1.23
C 3.23 5.72 -1.23
H 2.01 8.45 -3.94
H 0.46 8.80 -3.01
H 0.77 7.27 -3.26
H 3.07 5.80 -0.15
H 4.20 5.25 -1.34
H 2.56 5.25 -1.95
C -0.17 0.63 0.13
C 0.44 0.87 -1.28
O -0.23 1.08 -2.31
N 2.00 0.67 -1.39
H 2.37 1.00 -0.51
H 2.32 -0.28 -1.54
C 2.61 1.55 -2.54
H 0.14 1.43 0.79
H 0.24 -0.27 0.60
H -1.22 0.50 -0.11
H 2.33 2.60 -2.42
H 2.21 1.12 -3.46
H 3.68 1.34 -2.66
C 8.40 2.45 0.75
N 7.45 2.83 -0.41
C 6.92 4.21 -0.10
C 8.32 2.85 -1.72
C 6.20 1.90 -0.53
C 6.48 0.55 -1.16
O 7.22 -0.30 -0.33
H 7.77 2.37 1.64
H 9.22 3.15 0.87
H 8.73 1.45 0.50
H 6.16 4.53 -0.81
H 7.80 4.86 -0.10
H 6.42 4.18 0.87
H 7.60 3.06 -2.50
H 8.64 1.81 -1.79
H 9.10 3.57 -1.45
H 5.42 2.41 -1.09
H 5.67 1.82 0.41
H 6.79 0.56 -2.21
H 5.52 0.04 -1.24
H 7.35 -1.16 -0.74
C -1.31 -4.92 0.50
C -2.24 -4.38 -0.63
C -2.27 -2.82 -0.63
C -2.82 -2.05 0.60
P -4.74 -2.10 0.85
C -5.44 -0.53 1.58
C -4.80 0.82 1.15
C -3.57 1.30 1.99
C -3.43 2.86 1.98
C -5.61 -2.40 -0.80
C -7.13 -2.44 -0.66
C -7.82 -2.73 -1.97
C -7.46 -4.08 -2.72
C -5.23 -3.40 2.04
C -5.38 -4.83 1.43
C -5.88 -5.78 2.52
C -4.77 -6.19 3.61
H -0.77 -5.82 0.21
H -1.88 -5.26 1.37
H -0.60 -4.18 0.85
H -3.22 -4.86 -0.60
H -1.68 -4.64 -1.52
H -2.66 -2.36 -1.53
H -1.24 -2.54 -0.85
H -2.44 -1.03 0.65
H -2.53 -2.50 1.55
H -5.47 -0.75 2.65
H -6.52 -0.60 1.45
H -5.53 1.61 1.30
H -4.58 0.87 0.08
H -2.69 0.80 1.59
H -3.61 0.94 3.02
H -4.21 3.26 2.62
H -3.35 3.41 1.04
H -2.48 3.06 2.47
H -5.17 -3.35 -1.13
H -5.27 -1.53 -1.36
H -7.58 -1.54 -0.25
H -7.55 -3.13 0.08
H -7.47 -1.93 -2.62
H -8.90 -2.65 -1.84
H -7.94 -4.16 -3.69
H -7.80 -4.79 -1.97
H -6.38 -4.21 -2.86
H -6.15 -3.18 2.58
H -4.36 -3.42 2.69
H -4.48 -5.25 0.99
H -6.15 -4.78 0.65
H -6.33 -6.63 2.00
H -6.83 -5.54 3.00
H -4.93 -7.21 3.96
H -4.85 -5.58 4.51
H -3.79 -6.16 3.13
C 2.97 -3.16 1.96
F 3.96 -3.65 2.66
F 2.17 -4.15 1.66
F 2.28 -2.24 2.60
S 3.69 -2.25 0.44
O 4.54 -3.28 -0.12
O 2.71 -1.78 -0.51
O 4.40 -1.14 1.01
C 1.91 4.39 2.55
F 0.72 4.03 2.90
F 1.83 5.69 2.07
F 2.77 4.22 3.54
S 2.47 3.22 0.98
O 1.48 3.48 -0.03
O 3.83 3.75 0.70
O 2.49 1.79 1.40
C -1.08 -0.56 4.16
F -1.06 -0.56 2.84
F 0.11 -0.93 4.62
F -1.39 0.68 4.58
S -2.41 -1.84 4.72
O -3.54 -1.59 3.81
O -1.82 -3.17 4.52
O -2.74 -1.54 6.11
C 1.01 -1.68 -4.55
F 0.09 -2.39 -5.14
F 0.55 -0.51 -4.32
F 1.24 -2.35 -3.39
S 2.68 -1.52 -5.58
O 3.53 -0.73 -4.71
O 3.22 -2.92 -5.78
O 2.24 -0.77 -6.75

Atomic partial charges in e from the Löwdin method, atoms 1 to 5: 0.030, -0.306, 0.133, 0.085, 0.161

These records have lowest unoccupied orbital energy values of -4.49 -2.58 eV, in the order they appear.
These records have largest force on an atom values of 5.91 5.71 eV/A, in the order they appear.